{
  "formula": "C3H10N2S",
  "method": "wB97M-V/def2-TZVPD",
  "elements": ["H", "N", "C", "N", "H", "H", "H", "C", "S", "C", "H", "H", "H", "H", "H", "H"],
  "xyz": [[4.009, 0.797, 0.762], [3.391, 0.072, 0.380], [2.810, 0.594, -0.677], [2.350, -0.258, -1.746], [2.851, 1.678, -0.864], [2.803, -0.234, -2.623], [1.947, -1.138, -1.421], [-2.135, 1.177, 1.367], [-2.554, -0.226, 0.192], [-1.029, -1.156, 0.192], [-2.613, 0.881, 2.222], [-1.139, 1.315, 1.691], [-2.722, 2.139, 0.955], [-0.509, -1.235, 1.183], [-0.433, -0.800, -0.678], [-1.386, -2.176, -0.023]],
  "atomic_forces_ev_per_a": [[-0.998, 0.047, 0.688], [-0.772, 1.159, -2.452], [2.460, -2.203, 0.255], [-1.722, 0.961, 2.874], [-0.079, -0.443, -0.352], [0.338, 0.179, -0.620], [0.751, 0.287, -0.384], [-2.475, 1.420, -3.045], [0.355, 1.261, 0.881], [0.233, -0.865, -0.294], [-1.480, -0.450, 2.277], [1.364, 0.307, -0.682], [1.818, -2.011, 0.975], [-0.343, 0.482, -1.046], [0.145, -0.343, 1.020], [0.405, 0.213, -0.096]],
  "total_energy_ev": -17086.7876,
  "e_homo_ev": -8.35,
  "relative_energy_ev": 1.8167,
  "smiles": "[H]/N=C/N.CSC"
}

{
  "formula": "C9H8N2S",
  "method": "wB97M-V/def2-TZVPD",
  "elements": ["C", "C", "C", "C", "C", "N", "C", "C", "C", "N", "S", "C", "H", "H", "H", "H", "H", "H", "H", "H"],
  "xyz": [[0.812, 2.037, -0.283], [1.887, 1.618, 0.479], [2.656, 0.485, 0.359], [2.433, -0.728, -0.119], [3.535, -1.575, -0.424], [4.371, -2.297, -0.723], [1.160, -1.322, -0.536], [-0.022, -1.122, 0.012], [-0.359, -0.182, 1.001], [-0.661, 0.449, 1.917], [-1.429, -2.081, -0.600], [-2.827, -1.298, 0.223], [0.193, 2.883, 0.077], [0.353, 1.568, -1.251], [2.157, 2.101, 1.355], [3.603, 0.552, 0.715], [1.146, -2.148, -1.146], [-2.450, -0.905, 1.230], [-3.377, -2.191, 0.511], [-3.353, -0.589, -0.364]],
  "atomic_forces_ev_per_a": [[0.192, -0.469, 0.078], [-4.271, 1.590, -2.325], [0.097, -1.734, -1.130], [-1.415, -1.093, -1.398], [0.141, -0.140, 0.429], [0.538, -0.370, -0.169], [0.591, 1.200, 1.565], [-1.943, 0.002, -0.631], [0.286, 0.110, 1.201], [-0.024, 0.054, -0.272], [0.659, 0.481, 0.063], [1.342, -1.165, 2.483], [0.779, -0.416, -0.278], [1.455, 0.558, 1.976], [0.031, 1.713, 1.430], [2.938, 0.642, 1.011], [0.615, -1.659, -1.796], [-0.822, -0.204, -1.586], [-0.750, 0.331, -0.221], [-0.441, 0.568, -0.429]],
  "total_energy_ev": -23274.3136,
  "e_homo_ev": -8.61,
  "relative_energy_ev": 3.9894,
  "smiles": "C=C/C=C(C#N)\\C=C(/C#N)SC"
}

{
  "formula": "H4O2",
  "method": "wB97M-V/def2-TZVPD",
  "elements": ["O", "H", "H", "O", "H", "H"],
  "xyz": [[-0.156, -1.230, -0.078], [-1.052, -1.524, 0.203], [0.459, -1.675, 0.548], [0.369, 1.461, -0.607], [0.172, 2.261, -0.069], [0.209, 0.706, 0.003]],
  "atomic_forces_ev_per_a": [[-0.264, -0.794, 1.114], [0.928, 0.286, -0.300], [-0.648, 0.366, -0.662], [-0.320, 0.514, 1.257], [0.250, -0.840, -0.624], [0.055, 0.468, -0.784]],
  "total_energy_ev": -4159.7970,
  "e_homo_ev": -10.84,
  "relative_energy_ev": 0.1419,
  "smiles": "O.O"
}

{
  "formula": "CHCl3",
  "method": "wB97M-V/def2-TZVPD",
  "elements": ["Cl", "C", "Cl", "Cl", "H"],
  "xyz": [[1.115, 1.339, 0.507], [0.052, -0.007, 0.060], [0.142, -0.251, -1.734], [-1.707, -0.139, 0.666], [0.398, -0.942, 0.501]],
  "atomic_forces_ev_per_a": [[-1.095, -0.450, 0.156], [-0.523, -1.353, -0.443], [-0.334, 0.260, 1.009], [1.438, 1.017, -0.571], [0.514, 0.526, -0.151]],
  "total_energy_ev": -38620.0029,
  "e_homo_ev": -11.31,
  "relative_energy_ev": 0.3520,
  "smiles": "ClC(Cl)Cl"
}

{
  "formula": "H18O9",
  "method": "wB97M-V/def2-TZVPD",
  "elements": ["O", "H", "H", "O", "H", "H", "O", "H", "H", "O", "H", "H", "O", "H", "H", "O", "H", "H", "O", "H", "H", "O", "H", "H", "O", "H", "H"],
  "xyz": [[0.966, -1.294, -3.207], [1.840, -0.905, -3.170], [0.658, -1.280, -2.301], [-0.420, 2.809, 1.876], [-0.113, 1.947, 1.594], [0.281, 3.143, 2.435], [-0.333, -0.301, 0.186], [0.148, 0.056, 0.932], [0.290, -0.271, -0.539], [0.454, 0.581, 1.947], [0.988, 0.857, 1.201], [1.051, 0.613, 2.694], [-0.146, 1.314, -2.045], [-0.265, 1.932, -2.766], [-0.988, 0.864, -1.973], [-1.499, 0.250, 2.895], [-0.740, 0.206, 2.313], [-1.633, 1.187, 3.043], [1.066, -1.341, -1.130], [1.246, -2.126, -0.614], [1.637, -0.670, -0.755], [-1.682, -0.258, -1.759], [-0.809, -0.381, -1.388], [-1.643, -0.689, -2.613], [-0.236, -2.104, 1.419], [0.229, -2.769, 0.912], [-0.346, -1.372, 0.813]],
  "atomic_forces_ev_per_a": [[-0.457, -0.131, -4.975], [-0.027, 0.052, -0.201], [-0.194, -0.040, -2.219], [-0.465, 1.343, -0.193], [-0.863, 1.125, 0.138], [0.085, 0.302, 0.155], [-2.189, 4.014, -2.541], [-1.890, -2.305, -1.872], [-1.003, 0.618, 0.703], [7.128, 2.168, 2.875], [1.786, 1.268, -0.001], [0.098, -0.314, 0.941], [3.030, 2.734, -0.308], [0.410, 0.232, -0.110], [-1.208, 0.713, -0.254], [-1.937, -0.623, 1.361], [-2.598, -0.654, 1.000], [-0.199, 0.266, -0.055], [3.726, -1.913, 4.220], [-0.148, -0.476, 0.255], [1.104, -0.067, -0.337], [-2.579, -2.364, -0.407], [-1.274, -0.966, -0.002], [-0.175, -0.247, -0.492], [0.844, -3.703, 2.665], [-0.181, -0.583, 0.330], [-0.825, -0.447, -0.674]],
  "total_energy_ev": -18709.8650,
  "e_homo_ev": -10.32,
  "relative_energy_ev": 12.2705
}

{
  "formula": "CH3N3Si",
  "method": "wB97M-V/def2-TZVPD",
  "elements": ["C", "N", "N", "N", "Si", "H", "H", "H"],
  "xyz": [[0.921, -1.541, -0.011], [1.001, -0.337, -0.004], [-2.375, -0.549, -0.055], [-1.710, 0.400, 0.032], [-0.119, 1.013, -0.012], [1.640, -2.309, 0.153], [0.251, 1.647, 1.292], [0.391, 1.675, -1.397]],
  "atomic_forces_ev_per_a": [[-1.423, 0.425, 0.190], [0.249, -0.540, 0.100], [1.523, 0.664, 0.209], [-2.936, -0.977, -0.370], [3.773, 1.075, -1.186], [0.749, -0.461, -0.140], [-0.643, 0.167, -0.645], [-1.292, -0.354, 1.842]],
  "total_energy_ev": -13429.1983,
  "e_homo_ev": [-6.29, -6.29],
  "relative_energy_ev": 1.1342
}

{
  "formula": "C25H45ClP2Yb",
  "method": "wB97M-V/def2-TZVPD",
  "elements": ["Yb", "C", "C", "C", "C", "C", "C", "H", "H", "H", "C", "H", "H", "H", "C", "H", "H", "H", "C", "H", "H", "H", "C", "H", "H", "H", "C", "C", "C", "C", "C", "C", "C", "C", "H", "H", "H", "H", "H", "H", "H", "H", "H", "H", "H", "H", "P", "P", "C", "C", "H", "H", "H", "H", "C", "H", "H", "H", "C", "H", "H", "H", "C", "H", "H", "H", "C", "H", "H", "H", "Cl", "C", "H", "H"],
  "xyz": [[0.171, -0.277, -1.592], [-0.572, -2.414, 2.583], [0.753, -2.373, 2.063], [0.586, -0.830, 3.775], [-0.673, -1.457, 3.631], [1.490, -1.453, 2.861], [-1.691, -3.242, 2.088], [-1.373, -3.941, 1.302], [-2.526, -2.641, 1.684], [-2.111, -3.832, 2.921], [-1.859, -1.200, 4.457], [-2.557, -2.031, 4.397], [-2.383, -0.295, 4.145], [-1.579, -1.068, 5.503], [0.934, 0.211, 4.768], [0.382, 0.043, 5.704], [0.659, 1.209, 4.396], [2.011, 0.210, 4.982], [2.929, -1.106, 2.704], [3.511, -1.645, 3.479], [3.114, -0.018, 2.840], [3.327, -1.409, 1.716], [1.332, -3.291, 1.051], [1.927, -4.112, 1.498], [2.001, -2.743, 0.372], [0.540, -3.747, 0.446], [-1.580, 0.696, -3.685], [-1.728, -0.607, -3.378], [-0.935, -1.705, -3.943], [0.605, -1.551, -4.132], [1.483, -0.618, -3.270], [1.367, 0.747, -3.057], [0.678, 1.789, -3.888], [-0.584, 1.308, -4.612], [-1.280, -2.012, -4.932], [0.796, -1.400, -5.219], [-1.140, -2.609, -3.356], [-0.264, 0.637, -5.421], [-2.414, 1.373, -3.431], [-2.734, -0.895, -3.072], [-1.049, 2.186, -5.106], [0.431, 2.702, -3.317], [1.888, 1.276, -2.194], [1.456, 2.100, -4.609], [0.999, -2.572, -3.968], [2.314, -1.042, -2.642], [-2.372, 1.151, 0.207], [2.239, 1.577, 0.616], [-1.105, 2.043, -0.852], [0.309, 2.346, -0.346], [-1.621, 3.004, -1.050], [-1.098, 1.666, -1.904], [0.862, 2.989, -1.041], [0.162, 2.890, 0.589], [3.052, 3.080, 1.316], [3.747, 2.797, 2.134], [2.304, 3.769, 1.737], [3.634, 3.594, 0.532], [3.595, 1.260, -0.567], [3.832, 2.198, -1.093], [3.380, 0.483, -1.323], [4.491, 0.909, -0.026], [-3.844, 1.295, -0.861], [-4.298, 0.309, -1.108], [-3.652, 1.768, -1.845], [-4.629, 1.878, -0.364], [-2.138, -0.677, -0.160], [-1.646, -1.185, 0.669], [-1.719, -1.157, -1.124], [-3.126, -1.156, -0.257], [-0.883, 2.860, 2.549], [-2.037, 1.581, 1.959], [-1.394, 0.725, 2.184], [-2.698, 1.649, 2.891]],
  "atomic_forces_ev_per_a": [[-1.791, -1.013, 5.052], [0.473, 1.096, -0.190], [-0.316, 0.586, 0.899], [0.512, -1.238, -0.858], [0.922, -0.213, -1.197], [-1.217, 0.874, -0.434], [-0.482, -0.634, 0.196], [-0.146, 0.090, 0.211], [-0.062, -0.261, 0.094], [-0.079, -0.021, -0.416], [-0.274, -0.024, 0.382], [-0.223, -0.030, 0.070], [-0.415, 0.272, 0.139], [-0.162, 0.055, 0.089], [0.027, 0.254, 0.270], [0.244, 0.180, -0.075], [0.139, 0.071, 0.257], [-0.280, 0.080, 0.074], [0.537, -0.126, 0.338], [0.109, 0.326, -0.393], [-0.014, -0.545, -0.071], [-0.110, 0.143, 0.392], [0.267, -0.313, -0.214], [-0.212, 0.256, -0.271], [0.116, -0.191, -0.078], [0.137, -0.102, -0.044], [-1.037, -0.204, -0.727], [-1.557, 1.219, -1.591], [1.116, -1.215, 0.173], [1.543, -0.492, -0.654], [1.774, -1.465, -0.846], [0.575, 3.409, -0.346], [0.700, 0.374, -0.731], [0.723, 0.718, -0.633], [-0.469, 0.319, -0.033], [-0.128, 0.220, 0.633], [0.150, 0.019, 0.191], [-0.351, -0.118, 0.295], [0.451, -0.414, 0.097], [0.257, 0.029, 0.602], [0.143, -0.531, 0.242], [0.196, -0.364, 0.071], [-0.058, -1.104, -1.466], [-0.626, 0.296, -0.265], [-0.027, 0.480, -0.074], [-0.641, -0.340, -0.936], [1.448, -1.075, -3.047], [-0.944, -1.694, 1.106], [0.009, 0.303, -0.111], [2.221, 0.946, 0.816], [0.279, -0.063, 0.344], [-0.294, -0.220, 0.857], [-0.754, 0.194, -0.127], [0.338, 0.121, -0.534], [-0.554, 0.861, -0.421], [-0.539, -0.238, -0.475], [0.303, -0.140, -0.037], [-0.255, 0.006, 0.404], [-0.068, -0.001, -1.317], [0.217, -0.401, -0.057], [0.174, 0.299, 0.467], [-0.500, 0.292, 0.184], [-1.650, 0.595, 0.041], [0.527, 0.625, 0.572], [0.317, 0.028, 0.830], [0.064, 0.024, -0.212], [-0.238, -1.234, 0.379], [0.462, -0.106, 0.422], [-0.695, 1.390, 1.277], [0.120, 0.459, 0.553], [-0.588, 0.378, -0.643], [0.476, -0.190, 2.595], [0.009, -0.880, 0.152], [-0.321, -0.686, -2.236]],
  "total_energy_ev": -89267.0342,
  "e_homo_ev": [-7.61, -7.61],
  "s2": 0.757,
  "relative_energy_ev": 11.3077,
  "multiplicity": 2,
  "total_charge": 1
}

{
  "formula": "C5H4N2O",
  "method": "wB97M-V/def2-TZVPD",
  "elements": ["C", "C", "C", "C", "C", "H", "H", "H", "H", "N", "N", "O"],
  "xyz": [[1.880, 0.553, 0.066], [0.584, -0.696, -0.115], [-1.600, -0.940, -0.106], [-1.664, 0.444, -0.124], [0.335, 0.651, -0.082], [2.394, 0.729, 1.045], [2.315, 1.052, -0.883], [-2.454, -1.627, 0.294], [-2.512, 0.891, -0.004], [-0.428, -1.565, 0.061], [-0.740, 1.403, -0.006], [1.889, -0.897, -0.146]],
  "atomic_forces_ev_per_a": [[2.600, 3.777, -1.528], [-6.112, -3.675, -0.237], [-0.238, -1.655, 2.632], [0.491, -0.635, -0.120], [5.310, 0.301, 0.890], [-0.531, 0.357, -1.045], [0.151, -0.638, 1.888], [1.005, 1.799, -1.542], [-5.856, 1.817, 0.175], [1.665, -0.010, -1.216], [1.893, -2.452, -0.371], [-0.378, 1.015, 0.473]],
  "total_energy_ev": -10273.3680,
  "e_homo_ev": -9.37,
  "relative_energy_ev": 3.3944
}